Record 1
The following is a quantum chemistry calculation of a molecular structure, C11H12BaN2O2PS2 in a non-equilibrium geometry, from the OMol25 dataset.

Output
2S+1: 1
Molecular weight, g mol⁻¹: 436.66
LUMO level, eV: -6.069
Calculated total energy, eV: -50300.607
Charge: +1

Last column: Mulliken charge in e.
Positions of all 31 atoms, in Å:
C (-1.206, 2.467, 0.870)  -1.222
P (-1.834, 0.938, -0.086)  0.577
C (-2.993, -0.167, 0.955)  -0.844
C (-0.394, -0.032, -0.882)  0.820
C (-0.998, -1.037, -2.044)  0.151
O (-2.330, -1.256, -2.124)  -0.647
O (-0.138, -1.764, -3.026)  -0.597
C (0.578, -0.827, 0.172)  0.026
C (1.558, -0.060, 1.285)  -0.207
C (2.574, -0.904, 2.312)  -0.466
C (2.667, -2.556, 2.296)  -0.387
C (1.704, -3.331, 1.199)  -0.392
C (0.690, -2.492, 0.175)  -0.265
N (0.500, 1.021, -1.569)  0.168
S (-0.464, 1.636, -2.889)  -0.081
N (1.699, 0.464, -1.985)  -0.412
C (2.111, 1.301, -3.024)  0.243
S (2.797, 2.301, -4.264)  -0.125
H (-1.483, 2.360, 2.004)  0.387
H (-1.626, 3.437, 0.365)  0.216
H (-0.021, 2.484, 0.733)  0.179
H (-3.233, 0.338, 1.988)  0.306
H (-4.033, -0.202, 0.369)  0.300
H (-2.619, -1.274, 1.025)  0.286
H (1.600, 1.119, 1.376)  0.106
H (3.286, -0.353, 3.073)  0.274
H (3.391, -3.195, 2.976)  0.296
H (1.790, -4.509, 1.158)  0.294
H (0.079, -3.172, -0.582)  0.298
H (-0.740, 3.003, -2.567)  0.068
Ba (-2.910, 4.263, 0.712)  1.652

Forces on atoms 1 to 2 (eV/Å):
C 3.699 -2.314 0.150
P -1.670 0.115 -0.632

***

Record 2
The following is a quantum chemistry calculation of a molecular structure, C11H12BrClEr in a non-equilibrium geometry, from the OMol25 dataset.

Output
2S+1: 4
Expectation value of S²: 3.7528
Molecular weight, g mol⁻¹: 426.83
LUMO level (alpha / beta), eV: 1.807 / 1.848
Calculated total energy, eV: -121788.429
Charge: -1

Last column: Mulliken charge in e.
Positions of all 26 atoms, in Å:
C (-1.226, -1.158, -1.333)  -0.342
C (-1.755, -2.289, -0.628)  -0.697
C (-2.769, -1.819, 0.273)  -0.605
H (-1.690, -3.323, -0.965)  0.473
C (-2.702, -0.377, 0.265)  -0.658
C (-1.823, -0.001, -0.800)  -0.106
H (-1.763, 0.990, -1.255)  0.377
H (-0.611, -1.209, -2.241)  0.389
H (-3.436, -2.449, 0.872)  0.471
H (-3.387, 0.284, 0.809)  0.434
Er (-0.791, -1.336, 1.547)  1.057
Br (0.748, -3.456, 1.528)  -0.527
C (2.829, 1.553, 0.197)  -0.587
C (1.905, 2.279, -0.620)  -0.660
C (1.643, 1.490, -1.789)  -0.505
H (1.526, 3.293, -0.428)  0.376
C (2.441, 0.303, -1.714)  -0.618
C (3.129, 0.317, -0.465)  -0.498
H (3.762, -0.487, -0.078)  0.387
H (3.189, 1.845, 1.187)  0.401
H (1.046, 1.800, -2.645)  0.428
H (2.481, -0.492, -2.461)  0.413
Cl (0.419, 0.325, 3.470)  -0.265
C (-0.874, 0.914, 2.410)  -0.710
H (-0.545, 1.795, 1.852)  0.288
H (-1.743, 1.209, 3.015)  0.284

Forces on atoms 1 to 2 (eV/Å):
C -0.513 -0.519 0.434
C -1.197 0.129 -0.744

***

Record 3
The following is a quantum chemistry calculation of a molecular structure, C11H12BrClN3O2P2 in a non-equilibrium geometry, from the OMol25 dataset.

Output
2S+1: 1
Molecular weight, g mol⁻¹: 395.54
LUMO level, eV: -5.768
Calculated total energy, eV: -121301.814
Charge: +1

Last column: Mulliken charge in e.
Positions of all 32 atoms, in Å:
O (-2.238, 0.911, 0.903)  -0.251
C (-1.499, 0.050, 0.676)  0.706
N (-0.551, -0.814, 0.552)  -0.349
P (-0.832, -1.989, 1.806)  0.710
Cl (-0.218, -3.856, 1.136)  -0.091
Br (0.233, -1.527, 3.714)  0.090
P (-2.987, -2.107, 2.214)  0.228
O (-3.372, -1.035, 3.199)  -0.481
H (-3.250, -3.425, 2.744)  0.191
H (-3.695, -2.050, 0.958)  0.212
N (-4.088, 2.717, -2.509)  -0.518
C (-3.141, 2.304, -1.658)  -0.034
C (-1.962, 2.994, -1.422)  0.014
C (-1.747, 4.179, -2.110)  -0.523
C (-2.711, 4.627, -2.998)  -0.260
C (-3.858, 3.864, -3.159)  -0.312
H (-3.354, 1.372, -1.148)  0.337
H (-1.230, 2.615, -0.720)  0.181
H (-0.837, 4.747, -1.955)  0.371
H (-2.578, 5.547, -3.552)  0.375
H (-4.643, 4.175, -3.840)  0.363
N (2.914, -2.452, 1.113)  -0.177
C (3.935, -3.282, 1.376)  -0.240
C (5.245, -3.039, 0.997)  -0.535
C (5.521, -1.872, 0.302)  -0.141
C (4.485, -0.997, 0.014)  -0.708
C (3.211, -1.329, 0.440)  0.096
H (3.670, -4.183, 1.918)  0.357
H (6.029, -3.744, 1.239)  0.367
H (6.533, -1.647, -0.013)  0.382
H (4.664, -0.077, -0.527)  0.365
H (2.369, -0.673, 0.242)  0.273

Forces on atoms 1 to 2 (eV/Å):
O 1.053 -1.660 -0.862
C 1.093 0.841 0.833

***

Record 4
The following is a quantum chemistry calculation of a single C11H12Cl2N2O5 molecule in a non-equilibrium geometry, from the OMol25 dataset.

Output
2S+1: 1
Molecular weight, g mol⁻¹: 323.13
LUMO level, eV: -0.756
Calculated total energy, eV: -49862.030
SMILES: O=C(N[C@@H](CO)[C@@H](O)c1ccc([N+](=O)[O-])cc1)C(Cl)Cl

Last column: Mulliken charge in e.
Positions of all 32 atoms, in Å:
O (3.416, -1.242, -1.126)  -0.632
C (2.512, -0.578, -1.569)  0.397
N (1.685, 0.190, -0.842)  0.008
H (0.953, 0.707, -1.308)  0.324
C (1.823, 0.351, 0.585)  -0.322
C (1.575, 1.819, 0.975)  -0.774
H (0.498, 2.039, 0.909)  0.304
O (2.080, 2.134, 2.237)  -0.587
H (1.780, 1.454, 2.856)  0.410
H (2.103, 2.464, 0.266)  0.372
H (2.852, 0.086, 0.852)  0.411
C (0.882, -0.640, 1.337)  -0.021
C (-0.542, -0.497, 0.854)  -0.104
C (-1.436, 0.346, 1.509)  -0.277
C (-2.723, 0.504, 1.032)  -0.678
C (-3.114, -0.186, -0.108)  -0.053
C (-2.238, -1.042, -0.764)  -0.550
C (-0.957, -1.197, -0.277)  -0.357
H (-0.272, -1.868, -0.772)  0.563
H (-2.573, -1.574, -1.642)  0.477
N (-4.456, -0.020, -0.613)  1.004
O (-5.190, 0.737, -0.016)  -0.613
O (-4.763, -0.647, -1.604)  -0.613
H (-3.430, 1.155, 1.524)  0.489
H (-1.121, 0.871, 2.398)  0.535
O (1.019, -0.389, 2.719)  -0.603
H (0.549, -1.068, 3.213)  0.385
H (1.238, -1.653, 1.096)  0.455
C (2.194, -0.592, -3.072)  -0.042
Cl (0.838, -1.714, -3.329)  -0.124
H (3.049, -0.968, -3.636)  0.391
Cl (1.767, 1.018, -3.684)  -0.179

Forces on atoms 1 to 2 (eV/Å):
O 0.289 -0.262 0.030
C -0.173 0.203 -0.311

***

Record 5
The following is a quantum chemistry calculation of a single C11H12ClN molecule in a non-equilibrium geometry, from the OMol25 dataset.

Output
2S+1: 1
Molecular weight, g mol⁻¹: 193.68
LUMO level, eV: 0.537
Calculated total energy, eV: -25611.528
SMILES: C=C1N(Cl)c2ccccc2C1(C)C

Last column: Mulliken charge in e.
Positions of all 25 atoms, in Å:
C (-1.111, 2.448, 1.415)  -0.600
C (-2.403, 2.012, 1.168)  -0.571
C (0.023, 1.805, 0.889)  -0.372
C (-2.563, 0.784, 0.580)  -0.498
C (-0.130, 0.641, 0.227)  0.162
C (-1.396, 0.077, 0.146)  -0.108
C (0.076, -1.444, -0.888)  0.104
C (0.464, -2.582, -1.457)  -1.444
C (0.893, -0.350, -0.334)  2.254
C (1.728, 0.294, -1.479)  -1.708
C (1.843, -0.733, 0.773)  -1.674
N (-1.270, -1.215, -0.395)  0.030
Cl (-2.549, -2.337, -0.836)  -0.077
H (-0.985, 3.151, 2.275)  0.266
H (-3.207, 2.377, 1.692)  0.415
H (1.048, 2.075, 0.974)  0.432
H (-3.591, 0.290, 0.478)  0.262
H (-0.114, -3.462, -1.533)  0.355
H (1.443, -2.626, -1.763)  0.330
H (2.323, -0.610, -1.721)  0.424
H (2.391, 1.067, -1.274)  0.381
H (1.062, 0.659, -2.231)  0.390
H (2.456, -1.571, 0.663)  0.357
H (1.202, -0.874, 1.709)  0.368
H (2.366, 0.123, 0.922)  0.521

Forces on atoms 1 to 2 (eV/Å):
C 0.835 1.149 1.493
C 2.268 -1.571 0.041

***

Record 6
The following is a quantum chemistry calculation of 2 unconnected molecules or ions with the total composition C11H12ClN2S in a non-equilibrium geometry, from the OMol25 dataset.

Output
2S+1: 1
Molecular weight, g mol⁻¹: 239.75
LUMO level, eV: -3.473
Calculated total energy, eV: -37927.953
Charge: +1

Last column: Mulliken charge in e.
Positions of all 27 atoms, in Å:
C (2.551, 0.524, 0.124)  0.182
C (1.460, 1.030, 2.226)  -0.152
C (3.814, 0.511, 0.793)  -0.820
C (2.603, 0.978, 2.912)  -0.855
C (1.398, 0.851, 0.805)  -0.471
C (3.783, 0.761, 2.168)  0.586
C (-1.151, -0.646, -3.158)  -0.419
C (-0.748, 0.431, -2.867)  -0.344
C (-2.803, -0.259, -1.007)  -0.242
C (-3.551, 0.735, -0.539)  -0.768
C (-0.813, -0.496, 0.291)  0.433
N (-1.912, -0.931, -0.122)  -0.462
N (0.046, -1.443, 1.094)  -0.141
S (-0.189, 1.124, 0.118)  0.023
Cl (5.169, 0.772, 3.195)  -0.157
H (2.452, 0.151, -0.869)  0.482
H (0.493, 1.410, 2.713)  0.394
H (4.769, 0.122, 0.466)  0.377
H (2.660, 1.196, 3.941)  0.464
H (-1.859, -1.407, -3.407)  0.432
H (-0.010, 1.219, -2.834)  0.427
H (-2.839, -0.814, -1.913)  0.475
H (-3.510, 0.965, 0.541)  0.250
H (-4.242, 1.226, -1.197)  0.291
H (-0.477, -2.392, 1.079)  0.434
H (-0.013, -1.089, 2.017)  0.315
H (0.929, -1.387, 0.660)  0.268

Forces on atoms 1 to 2 (eV/Å):
C 1.114 -0.355 0.493
C -3.349 1.516 -1.008